Record 1
# C21H81F16N3O32PS

A cluster of 29 separate species, C21H81F16N3O32PS in total in a non-equilibrium geometry (ωB97M-V with the def2-TZVPD basis set, the Open Molecules 2025 dataset).

The max |F| is 1.28 eV/A. The value obtained for the HOMO energy is -11.10 eV. The total charge is +1. Its gap between HOMO and LUMO is 8.135 eV. As for the calculated total energy: -156683.4560 eV. As for the multiplicity: 1. Its LUMO energy is -0.1091 Ha.

Each line ends with the Mulliken charge.
Geometry (Å):
1 C 3.78 1.41 0.48  -0.79
2 O 3.90 2.72 0.00  -0.47
3 C 2.77 3.16 -0.71  -0.38
4 C 1.64 3.60 0.22  0.55
5 C 1.18 5.03 -0.11  -0.90
6 C -0.28 5.21 -0.48  -0.20
7 C -0.84 4.17 -1.49  -1.27
8 C -1.76 3.16 -0.90  0.71
9 C -2.89 3.40 -0.20  0.29
10 C -3.55 4.72 0.09  0.04
11 F -3.18 5.64 -0.78  -0.27
12 F -4.89 4.59 0.02  -0.12
13 F -3.27 5.17 1.32  -0.26
14 N -3.44 2.20 0.24  0.61
15 C -4.66 2.04 1.05  -1.00
16 C -5.95 1.87 0.24  -0.50
17 C -6.28 0.40 0.15  0.30
18 N -6.66 -0.10 -1.09  -0.52
19 O -6.22 -0.30 1.14  -0.50
20 C -2.67 1.20 -0.20  0.46
21 C -2.95 -0.23 0.14  0.14
22 C -2.99 -0.49 1.66  -1.85
23 C -2.45 -1.82 2.13  0.86
24 F -3.00 -2.03 3.34  -0.35
25 F -2.87 -2.82 1.32  -0.36
26 C -0.89 -1.89 2.29  0.21
27 F -0.61 -1.80 3.59  -0.22
28 F -0.35 -0.82 1.67  -0.09
29 C -0.19 -3.21 1.83  0.42
30 F 1.03 -3.21 2.37  -0.32
31 F -0.89 -4.22 2.36  -0.14
32 C 0.03 -3.46 0.32  0.69
33 F -1.15 -3.45 -0.33  -0.34
34 F 0.78 -2.45 -0.17  -0.12
35 C 0.77 -4.78 -0.01  0.31
36 F 2.08 -4.61 0.22  -0.24
37 F 0.32 -5.79 0.75  -0.22
38 C 0.61 -5.24 -1.49  0.43
39 F 1.50 -6.23 -1.69  -0.18
40 F -0.60 -5.71 -1.71  -0.22
41 F 0.88 -4.27 -2.35  -0.19
42 N -1.67 1.75 -0.95  0.43
43 P -0.44 0.89 -1.85  0.08
44 O -1.01 -0.58 -2.00  -0.35
45 O 0.59 0.69 -0.70  -0.06
46 S 0.05 1.69 -3.49  -0.22
47 H 2.90 1.30 1.12  0.44
48 H 4.65 1.17 1.08  0.27
49 H 3.70 0.69 -0.34  0.23
50 H 2.47 2.39 -1.43  0.21
51 H 3.08 4.03 -1.27  0.21
52 H 0.77 2.95 0.22  -0.33
53 H 2.04 3.58 1.23  0.35
54 H 1.33 5.65 0.77  0.28
55 H 1.80 5.47 -0.87  0.25
56 H -0.91 5.28 0.41  0.18
57 H -0.35 6.15 -0.98  0.20
58 H -0.01 3.70 -1.98  0.06
59 H -1.41 4.69 -2.26  0.49
60 H -4.74 2.91 1.69  0.62
61 H -4.54 1.19 1.70  0.25
62 H -5.87 2.31 -0.74  0.49
63 H -6.73 2.36 0.80  0.27
64 H -6.73 0.61 -1.80  0.29
65 H -6.08 -0.86 -1.43  0.24
66 H -2.22 -0.88 -0.32  0.16
67 H -3.91 -0.49 -0.30  -0.09
68 H -4.02 -0.55 1.98  0.61
69 H -2.53 0.32 2.20  0.88
70 H -1.56 -0.62 -2.79  0.34
71 H 1.17 -0.06 -0.88  0.11
72 O 1.24 4.62 3.14  -0.52
73 H 1.53 5.00 3.98  0.26
74 H 0.29 4.69 3.15  0.25
75 O 0.70 8.15 -0.95  -0.54
76 H 1.18 8.77 -0.39  0.23
77 H 0.09 8.73 -1.43  0.24
78 O -6.14 -3.18 2.78  -0.62
79 H -6.21 -2.83 3.67  0.31
80 H -6.37 -2.43 2.21  0.32
81 O 4.32 -2.87 -3.06  -0.61
82 H 4.66 -3.75 -2.84  0.32
83 H 3.47 -2.83 -2.61  0.28
84 O 4.19 5.92 -1.69  -0.58
85 H 5.08 6.28 -1.59  0.27
86 H 3.94 6.14 -2.60  0.26
87 O -0.75 10.69 -0.46  -0.58
88 H -1.66 10.96 -0.65  0.28
89 H -0.63 10.94 0.46  0.30
90 O 4.21 -8.35 -2.15  -0.61
91 H 3.48 -7.74 -1.98  0.25
92 H 3.78 -9.22 -2.20  0.30
93 O 4.98 -5.94 -3.71  -0.63
94 H 4.95 -6.75 -3.17  0.40
95 H 4.05 -5.69 -3.81  0.28
96 O -2.74 8.88 0.64  -0.54
97 H -3.17 8.68 -0.20  0.30
98 H -2.93 8.11 1.19  0.26
99 O 2.25 3.37 -5.11  -0.60
100 H 2.64 2.56 -5.47  0.31
101 H 1.60 3.63 -5.77  0.29
102 O -7.46 4.31 -1.20  -0.62
103 H -7.61 4.94 -1.92  0.31
104 H -7.12 4.85 -0.49  0.29
105 O 4.46 3.21 3.13  -0.63
106 H 4.44 3.25 2.17  0.36
107 H 4.93 2.40 3.34  0.31
108 O 5.11 -1.78 -0.13  -0.56
109 H 4.78 -2.02 -1.00  0.33
110 H 5.64 -2.55 0.13  0.30
111 O 2.99 8.61 -2.85  -0.60
112 H 2.67 9.24 -3.51  0.31
113 H 2.25 8.50 -2.23  0.41
114 O 0.08 -8.29 2.95  -0.70
115 H 0.07 -7.68 3.69  0.33
116 H 0.10 -7.72 2.17  0.35
117 O 1.57 -2.15 5.84  -0.64
118 H 1.86 -3.02 5.57  0.30
119 H 0.80 -1.96 5.31  0.36
120 O 3.43 -10.82 -0.42  -0.62
121 H 3.84 -11.54 0.08  0.31
122 H 3.74 -10.03 0.03  0.32
123 O -1.86 -3.98 5.29  -0.60
124 H -1.51 -4.49 4.55  0.24
125 H -2.77 -3.80 5.05  0.32
126 O 6.46 -4.69 0.20  -0.62
127 H 5.85 -5.20 -0.34  0.26
128 H 6.61 -5.25 0.98  0.36
129 O -9.07 6.63 -2.45  -0.59
130 H -9.48 7.22 -3.08  0.28
131 H -9.80 6.35 -1.88  0.33
132 O 6.52 -5.98 3.41  -0.65
133 H 6.97 -5.28 3.92  0.38
134 H 5.61 -5.94 3.72  0.30
135 O 2.39 9.26 -5.65  -0.61
136 H 3.23 9.05 -6.06  0.31
137 H 1.74 9.15 -6.35  0.30
138 O 1.63 -8.48 -3.86  -0.59
139 H 1.65 -7.77 -3.21  0.35
140 H 1.29 -8.09 -4.67  0.26
141 O -2.25 -6.54 3.36  -0.57
142 H -2.05 -7.47 3.16  0.33
143 H -3.00 -6.32 2.79  0.28
144 O 7.31 -4.28 5.57  -0.66
145 H 7.73 -4.95 6.13  0.32
146 H 7.63 -3.44 5.91  0.31
147 O -10.60 6.80 0.11  -0.62
148 H -10.28 5.95 0.42  0.32
149 H -10.59 7.35 0.89  0.31
150 O 0.61 -11.44 -3.40  -0.63
151 H 1.03 -12.15 -2.92  0.31
152 H 0.94 -10.63 -3.00  0.31
153 O 6.51 -8.11 0.15  -0.62
154 H 7.32 -7.78 -0.26  0.32
155 H 5.98 -8.43 -0.58  0.30

Record 2
# C22H100F5O31S

A cluster of 32 separate species, C22H100F5O31S in total in a non-equilibrium geometry (ωB97M-V with the def2-TZVPD basis set, the Open Molecules 2025 dataset).

The max |F| is 4.23 eV/A. The value obtained for the HOMO energy is -11.03 eV. The total charge is +1. Its gap between HOMO and LUMO is 6.451 eV. The value obtained for the energy above the lowest of the compared OMol25 structures with the same formula, charge and spin is 0.0 kJ/mol. As for the calculated total energy: -112317.0513 eV. As for the multiplicity: 1. Its LUMO energy is -0.1684 Ha.

Each line ends with the Mulliken charge.
Geometry (Å):
1 C 5.15 -1.61 2.61  0.98
2 C 5.03 -1.62 1.35  -0.99
3 S 4.79 -1.28 -0.44  0.74
4 C 6.38 -1.74 -1.33  -0.72
5 C 7.28 -0.42 -1.60  -0.86
6 C 6.51 0.72 -2.44  -0.04
7 C 6.06 1.90 -1.42  -1.03
8 C 4.49 2.21 -1.59  0.42
9 C 4.07 3.21 -0.38  -0.95
10 C 2.89 2.65 0.55  0.54
11 C 1.79 3.78 0.91  -0.93
12 C 0.79 3.10 1.98  1.18
13 C -0.39 2.42 1.13  -0.23
14 C -1.50 3.46 0.62  -0.44
15 C -2.24 2.86 -0.70  -0.80
16 C -3.15 1.56 -0.37  0.88
17 C -3.67 0.82 -1.69  -0.32
18 C -3.98 -0.75 -1.52  0.47
19 C -2.87 -1.57 -0.72  0.02
20 C -2.96 -3.16 -0.92  -0.34
21 C -4.08 -3.85 0.05  -0.24
22 C 3.38 -2.37 -0.97  0.60
23 F 2.57 -2.66 0.16  -0.24
24 F 3.78 -3.62 -1.51  -0.35
25 C 2.40 -1.55 -1.98  0.58
26 F 3.12 -0.78 -2.90  -0.17
27 F 1.57 -0.73 -1.19  -0.24
28 F 1.55 -2.41 -2.70  -0.21
29 H 5.31 -1.31 3.70  -0.26
30 H 6.95 -2.43 -0.62  0.55
31 H 6.18 -2.22 -2.34  0.47
32 H 8.19 -0.74 -2.22  0.33
33 H 7.66 0.01 -0.62  0.32
34 H 5.63 0.29 -3.02  0.20
35 H 7.24 1.16 -3.22  0.29
36 H 6.62 2.86 -1.72  0.37
37 H 6.27 1.62 -0.32  0.39
38 H 3.90 1.24 -1.42  -0.44
39 H 4.24 2.66 -2.61  0.40
40 H 4.99 3.30 0.31  0.33
41 H 3.79 4.24 -0.78  0.35
42 H 3.33 2.27 1.54  -0.03
43 H 2.33 1.76 0.10  -0.28
44 H 1.18 3.96 -0.03  0.39
45 H 2.25 4.72 1.36  0.36
46 H 1.37 2.32 2.59  -0.06
47 H 0.34 3.84 2.73  -0.69
48 H 0.07 1.96 0.18  -0.23
49 H -0.92 1.58 1.68  0.04
50 H -2.33 3.56 1.40  0.20
51 H -1.03 4.48 0.40  0.37
52 H -2.91 3.66 -1.18  0.40
53 H -1.42 2.63 -1.46  0.06
54 H -2.53 0.92 0.33  -0.44
55 H -4.04 1.93 0.25  -0.19
56 H -3.00 0.96 -2.60  0.39
57 H -4.67 1.32 -1.96  -0.03
58 H -4.13 -1.19 -2.58  -0.17
59 H -5.01 -0.84 -1.01  0.07
60 H -3.01 -1.33 0.40  -0.11
61 H -1.83 -1.16 -0.98  0.03
62 H -3.06 -3.49 -2.00  0.25
63 H -1.96 -3.58 -0.54  0.17
64 H -3.59 -4.73 0.60  0.32
65 H -4.47 -3.11 0.83  -0.33
66 H -4.93 -4.24 -0.58  0.10
67 O 7.18 1.46 -5.48  -0.62
68 H 6.40 1.56 -6.03  0.31
69 H 7.77 0.89 -6.00  0.31
70 O -5.49 -1.05 -4.43  -0.53
71 H -6.27 -0.94 -4.99  0.43
72 H -4.91 -1.63 -4.95  0.17
73 O 5.92 -0.33 5.51  -0.61
74 H 6.86 -0.08 5.48  0.31
75 H 5.70 -0.31 6.46  0.30
76 O 5.98 2.85 5.19  -0.59
77 H 5.91 1.89 5.24  0.34
78 H 6.88 3.01 4.87  0.28
79 O -3.16 1.83 2.64  -0.58
80 H -4.09 2.02 2.48  0.26
81 H -3.12 0.86 2.63  0.27
82 O 1.63 2.45 4.97  -0.30
83 H 1.48 1.50 5.08  0.20
84 H 2.53 2.51 4.64  0.15
85 O -5.24 2.47 -4.06  -0.61
86 H -6.17 2.67 -4.21  0.29
87 H -5.20 1.51 -4.07  0.31
88 O -5.29 -0.56 2.02  -0.35
89 H -6.22 -0.37 1.86  0.16
90 H -5.25 -1.53 2.01  0.21
91 O 9.44 -2.91 -0.23  -0.62
92 H 9.37 -3.52 0.51  0.31
93 H 9.98 -3.39 -0.88  0.32
94 O 3.55 0.18 7.39  -0.62
95 H 3.30 -0.52 6.78  0.32
96 H 3.33 0.99 6.92  0.32
97 O 2.81 -0.22 4.58  -0.57
98 H 2.67 -1.17 4.69  0.31
99 H 3.72 -0.16 4.25  0.16
100 O -1.12 0.53 5.16  -0.64
101 H -1.44 1.10 5.87  0.33
102 H -0.81 1.15 4.48  0.28
103 O -5.19 -4.58 -2.96  -0.53
104 H -5.46 -5.26 -3.60  0.29
105 H -5.40 -3.75 -3.40  0.22
106 O 2.50 -5.75 -2.89  -0.59
107 H 1.81 -5.93 -2.24  0.34
108 H 2.98 -5.00 -2.52  0.32
109 O -6.79 1.07 -5.89  -0.59
110 H -5.99 1.13 -6.42  0.35
111 H -7.49 1.35 -6.48  0.25
112 O -0.44 5.80 3.99  -0.58
113 H -0.09 5.08 4.52  0.18
114 H -0.20 6.60 4.48  0.31
115 O 4.77 5.49 5.88  -0.65
116 H 3.82 5.60 5.72  0.34
117 H 4.90 4.53 5.82  0.32
118 O 0.22 -7.54 -3.43  -0.67
119 H 0.85 -6.94 -3.85  0.32
120 H 0.73 -7.95 -2.71  0.29
121 O 1.94 6.83 5.52  -0.59
122 H 1.57 7.32 6.27  0.31
123 H 2.20 7.52 4.89  0.29
124 O -4.35 1.56 -8.02  -0.61
125 H -4.55 2.39 -8.46  0.31
126 H -3.39 1.52 -8.02  0.30
127 O -5.99 -0.50 4.54  -0.61
128 H -5.35 0.08 4.13  0.29
129 H -5.51 -0.92 5.26  0.29
130 O -0.86 -5.18 -4.67  -0.59
131 H -0.48 -5.90 -4.15  0.38
132 H -0.63 -4.38 -4.16  0.29
133 O -5.39 -7.43 -1.15  -0.62
134 H -5.58 -6.59 -1.58  0.30
135 H -4.42 -7.48 -1.16  0.32
136 O 8.36 -2.19 4.62  -0.61
137 H 7.42 -2.06 4.47  0.29
138 H 8.48 -3.15 4.58  0.31
139 O -1.35 3.87 -3.24  -0.61
140 H -2.14 3.97 -3.78  0.30
141 H -0.78 3.29 -3.76  0.28
142 O -8.49 -1.05 2.99  -0.62
143 H -7.58 -0.86 3.28  0.36
144 H -8.91 -1.43 3.77  0.31
145 O 0.05 4.95 7.10  -0.61
146 H -0.04 4.36 7.85  0.28
147 H 0.57 4.45 6.46  0.28
148 O -8.15 -1.57 -3.17  -0.66
149 H -8.35 -0.73 -3.62  0.31
150 H -7.18 -1.61 -3.18  0.30
151 O -6.54 -1.83 -6.77  -0.54
152 H -6.80 -2.51 -7.40  0.26
153 H -6.76 -1.00 -7.23  0.27
154 O -2.82 -8.35 -3.26  -0.61
155 H -3.04 -7.52 -3.70  0.31
156 H -1.85 -8.37 -3.28  0.31
157 O -6.27 1.85 0.00  -0.64
158 H -6.07 1.20 0.69  0.23
159 H -6.82 1.36 -0.62  0.33